Entry 1:
Formula: C54H144N12O15
Source: the Open Molecules 2025 dataset
Level of theory: ωB97M-V/def2-TZVPD

Results
Gap between HOMO and LUMO   8.8525 eV
SMILES   COC[C@H](C)N.COC[C@H](C)N.COC[C@H](C)N.COC[C@H](C)N.COC[C@H](C)N.COC[C@H](C)N.COC[C@H](C)N.COC[C@H](C)N.COC[C@H](C)N.COCCNCCOC.COCCNCCOC.COCCNCCOC
Multiplicity   1
Total charge   0
Electronic energy   -106916.0145 eV
ΔE to the lowest compared entry with this formula, charge and spin   374.4 kJ/mol
LUMO energy   0.56 eV

Atoms and positions in Å:
C  -3.15583  -0.03580  -7.64460
O  -3.24786  1.17122  -6.92521
C  -2.00782  1.57485  -6.27700
C  -2.25144  2.05055  -4.83406
C  -2.88792  0.98977  -3.95925
N  -3.11313  3.26267  -4.84840
H  -4.10496  -0.13368  -8.16061
H  -3.01838  -0.88972  -6.94808
H  -2.38858  0.03185  -8.41647
H  -1.35381  0.74283  -6.35819
H  -1.64863  2.37654  -6.85335
H  -1.25452  2.32878  -4.47748
H  -3.80255  0.62957  -4.45852
H  -3.11072  1.33261  -2.95750
H  -2.20090  0.15004  -3.79952
H  -2.62445  3.97137  -5.42464
H  -3.97191  2.96658  -5.27922
C  3.76830  3.98469  -0.89435
O  4.74324  3.68051  0.04917
C  4.41031  2.56500  0.75763
C  5.49877  2.27808  1.87418
C  6.94378  2.07266  1.24810
N  5.10045  1.18590  2.73927
H  2.74892  3.93954  -0.46579
H  3.79287  3.33448  -1.78106
H  3.98358  4.99899  -1.15996
H  3.44103  2.71701  1.19952
H  4.27986  1.62326  0.14853
H  5.58807  3.17403  2.45102
H  7.02740  2.84725  0.44053
H  6.94049  1.09844  0.76243
H  7.72716  2.07524  1.94755
H  5.56584  1.30337  3.60526
H  5.45754  0.31993  2.34807
C  2.65944  -5.96738  -1.81277
O  2.49285  -4.98594  -0.77603
C  2.52911  -5.56629  0.50509
C  1.88313  -4.58138  1.54098
C  1.92862  -5.07719  2.99066
N  0.47447  -4.34525  1.16907
H  2.46496  -5.45201  -2.71874
H  1.98692  -6.83165  -1.61660
H  3.65584  -6.33798  -1.86506
H  1.90419  -6.50522  0.57933
H  3.57235  -5.86789  0.83648
H  2.48638  -3.67166  1.45602
H  2.97641  -4.96978  3.37524
H  1.67862  -6.13964  3.08453
H  1.31973  -4.50966  3.67970
H  0.03593  -3.50868  1.59733
H  0.23326  -4.40558  0.18985
C  0.34844  4.10815  2.43909
O  -0.59818  4.66181  1.49721
C  -1.35856  5.67370  2.08041
C  -2.44883  6.10271  1.12423
C  -1.86623  7.02190  0.01860
N  -3.52564  6.89346  1.81843
H  -0.19545  3.74642  3.30929
H  1.08127  4.90555  2.72882
H  0.82787  3.33320  1.88816
H  -1.94911  5.24734  2.93094
H  -0.73477  6.40483  2.55181
H  -2.86985  5.19396  0.64650
H  -1.00487  6.51401  -0.45775
H  -1.52656  8.00004  0.46348
H  -2.60631  7.12207  -0.73286
H  -4.08199  7.17208  1.05756
H  -4.17029  6.17311  2.21189
C  0.25393  -0.74945  6.05637
O  1.46197  -0.14167  5.81814
C  1.63135  0.33269  4.46488
C  1.67082  -0.71165  3.42808
C  2.87282  -1.64390  3.75930
N  1.71328  -0.08091  2.14246
H  -0.66138  -0.07274  5.93870
H  0.25215  -1.06702  7.08650
H  0.09558  -1.66510  5.39733
H  0.81351  1.07739  4.23264
H  2.42651  1.00123  4.48792
H  0.78847  -1.28009  3.52603
H  3.76226  -0.99740  3.67653
H  2.99827  -2.52619  3.14951
H  2.80168  -1.95103  4.81676
H  1.82321  -0.73128  1.34539
H  2.39675  0.66739  2.07135
C  -4.77911  -5.25917  -4.80767
O  -3.46164  -4.82252  -5.04647
C  -2.70277  -5.01678  -3.88460
C  -1.41224  -4.22582  -4.21225
C  -0.76429  -4.67302  -5.52072
N  -0.61899  -4.18237  -3.01434
H  -5.45307  -5.10027  -5.64156
H  -5.17459  -4.91035  -3.83160
H  -4.74845  -6.34450  -4.80345
H  -3.20587  -4.51939  -3.01482
H  -2.53026  -6.12863  -3.66826
H  -1.70450  -3.20346  -4.42216
H  -0.00488  -3.96406  -5.73180
H  -1.50815  -4.70850  -6.29618
H  -0.42106  -5.74560  -5.45072
H  0.15303  -3.57784  -3.08708
H  -0.17040  -5.13022  -2.99186
C  -3.39809  -2.93168  7.11422
O  -2.54890  -2.79169  5.93241
C  -2.41204  -4.02436  5.23151
C  -1.73316  -3.85575  3.83402
C  -2.40911  -3.03660  2.72424
N  -1.40209  -5.22930  3.47019
H  -2.89138  -3.60266  7.83663
H  -4.38139  -3.29012  6.84032
H  -3.38189  -1.99156  7.63369
H  -1.79453  -4.75353  5.75719
H  -3.39884  -4.45821  5.10890
H  -0.82385  -3.31885  4.02084
H  -1.74410  -2.98703  1.78006
H  -2.63621  -2.03769  3.06095
H  -3.33020  -3.50970  2.39451
H  -2.13083  -5.84096  3.60756
H  -0.94971  -5.37512  2.55199
C  -2.21469  1.52570  1.40417
O  -3.02627  1.16581  2.53102
C  -2.46421  1.42849  3.77629
C  -3.48303  1.09383  4.96694
C  -2.92793  1.76660  6.24373
N  -3.80492  -0.30372  5.10110
H  -1.29386  0.92619  1.51782
H  -2.07753  2.60749  1.34333
H  -2.78652  1.25202  0.50378
H  -1.70031  0.71338  3.91443
H  -2.09160  2.45260  3.98574
H  -4.39182  1.62689  4.73824
H  -2.80908  2.82236  6.15090
H  -2.00920  1.25011  6.43854
H  -3.53670  1.48653  7.07202
H  -3.03819  -0.91797  5.10456
H  -4.28347  -0.49119  4.21760
C  -0.71129  2.94250  -1.66657
O  -0.69807  1.53176  -1.76192
C  0.55322  0.95114  -1.42022
C  0.46897  -0.57921  -1.52863
C  -0.50775  -1.14132  -0.47408
N  1.80479  -1.14289  -1.21640
H  -0.60298  3.38038  -0.65660
H  -1.69266  3.24528  -1.95605
H  -0.00082  3.37075  -2.37942
H  1.28385  1.23097  -2.10412
H  0.91740  1.23672  -0.41771
H  0.13697  -0.84265  -2.56952
H  -0.27193  -0.81759  0.50456
H  -0.37302  -2.27181  -0.53429
H  -1.54785  -0.88989  -0.68186
H  2.57651  -0.75595  -1.77322
H  1.67074  -2.15571  -1.23409
C  -7.15127  5.49156  -0.79730
O  -6.97831  4.58497  0.28225
C  -5.78026  3.79874  0.23116
C  -5.49961  3.27833  1.64803
N  -5.49134  4.41596  2.51846
C  -5.20914  4.28906  3.92806
C  -6.23785  3.57086  4.79526
O  -7.45514  4.22991  4.65875
C  -8.58748  3.60285  5.19031
H  -6.45708  6.33227  -0.87274
H  -8.15637  5.91355  -0.65661
H  -7.13680  4.94023  -1.73807
H  -4.92472  4.47557  0.00807
H  -5.96571  3.01622  -0.48574
H  -4.51938  2.81212  1.58773
H  -6.26792  2.50591  1.88730
H  -6.27424  5.03388  2.36752
H  -5.11750  5.35723  4.24335
H  -4.23529  3.75077  3.95070
H  -5.82870  3.61797  5.86251
H  -6.27320  2.49538  4.43857
H  -8.51624  2.55440  5.05984
H  -9.42898  3.90525  4.58732
H  -8.82732  3.90275  6.22551
C  3.76945  4.49844  -4.37069
O  3.25287  3.16771  -4.32360
C  2.34964  2.88510  -5.37787
C  1.65814  1.55557  -5.09696
N  2.59110  0.48738  -4.92798
C  1.91734  -0.78660  -4.90695
C  2.97902  -1.79407  -5.36224
O  2.51482  -3.07600  -5.08644
C  3.48289  -4.00586  -5.64709
H  3.75153  4.89901  -5.36288
H  4.81810  4.59310  -3.99091
H  3.09188  5.13538  -3.77362
H  2.94278  2.77786  -6.29331
H  1.57240  3.61773  -5.61530
H  1.07419  1.34110  -5.97064
H  0.89599  1.63778  -4.23060
H  3.22129  0.67039  -4.15431
H  1.13923  -0.73873  -5.69549
H  1.42228  -1.09782  -3.92283
H  3.92175  -1.58086  -4.79612
H  3.17321  -1.63115  -6.45356
H  3.17383  -5.06014  -5.41296
H  4.46096  -3.92414  -5.12548
H  3.51484  -3.80161  -6.67437
C  6.20402  -4.96346  2.47246
O  5.23253  -4.23414  1.64860
C  5.77540  -2.91965  1.49703
C  5.28013  -2.30493  0.20838
N  5.80595  -3.18581  -0.84024
C  5.30566  -2.83211  -2.22582
C  5.98117  -1.48951  -2.73430
O  5.32065  -0.31352  -2.30092
C  5.92280  0.90206  -2.73418
H  5.70503  -5.90811  2.51489
H  6.35357  -4.40111  3.37064
H  7.13824  -5.08906  1.90536
H  6.88373  -3.02769  1.43552
H  5.42953  -2.41489  2.41343
H  5.71661  -1.30486  0.18917
H  4.20729  -2.19853  0.23043
H  5.52877  -4.14015  -0.64004
H  4.23980  -2.73969  -2.34302
H  5.56529  -3.64097  -2.90029
H  5.86927  -1.50769  -3.89818
H  7.06194  -1.48496  -2.50512
H  5.42558  1.69822  -2.23748
H  5.87198  1.03826  -3.80064
H  7.03365  0.93688  -2.52425

=====

Entry 2:
Formula: H25O13
Source: the Open Molecules 2025 dataset
Level of theory: ωB97M-V/def2-TZVPD

Results
Gap between HOMO and LUMO   8.3705 eV
Multiplicity   1
Total charge   -1
Electronic energy   -27024.9998 eV
ΔE to the lowest compared entry with this formula, charge and spin   229.2 kJ/mol
LUMO energy   2.38 eV

Atoms and positions in Å:
O  1.39877  -3.47550  -1.83352
H  2.66266  -0.22190  -0.95623
H  1.81712  -0.12741  -3.25524
O  2.54958  1.75764  -1.30892
H  3.40721  1.96699  -0.95120
H  3.22602  -1.40873  -0.06937
O  1.03103  -0.65376  -3.39131
H  0.24537  -0.56425  -2.85945
O  -0.66303  -2.94638  -0.39704
H  0.21999  -3.30189  -0.66978
H  -0.58227  -2.00987  -0.18901
O  0.29413  -1.73760  2.46555
H  -3.77580  0.39033  1.75041
H  0.14025  -1.12779  1.68046
O  -2.44639  -0.26361  -3.82409
H  -2.05379  0.18129  -3.05608
H  -1.62027  -0.65816  -4.15182
O  0.04514  2.73049  2.84736
H  0.69813  2.32875  2.24398
H  0.62071  -3.31570  -2.38145
O  2.59148  -1.16147  -0.74928
H  0.12233  -2.63453  2.15518
H  -3.38603  1.93712  1.61874
O  -3.61512  1.20468  2.21549
H  0.59209  2.55293  3.62385
H  1.78715  1.75450  -0.71981
O  -2.49263  3.18069  0.85234
H  -2.03723  3.20319  0.00065
H  -1.78804  2.72546  1.35827
O  1.76908  0.02846  3.75113
H  2.16958  -0.85190  3.74363
H  0.93301  -0.25293  3.34509
O  -0.23862  0.10983  0.73192
H  -0.37882  -0.61315  0.10343
H  1.74933  -2.58937  -1.60213
O  -1.53564  1.39360  -1.11982
H  -2.38594  1.52877  -0.68143
H  -1.07055  0.94114  -0.32052

=====

Entry 3:
Formula: C9H14
Source: the Open Molecules 2025 dataset
Level of theory: ωB97M-V/def2-TZVPD

Results
Gap between HOMO and LUMO   10.0290 eV
SMILES   Cc1ccccc1.CC
Multiplicity   1
Total charge   0
Electronic energy   -9559.9666 eV
ΔE to the lowest compared entry with this formula, charge and spin   20.7 kJ/mol
LUMO energy   1.01 eV

Atoms and positions in Å:
C  1.81032  2.20679  1.96299
C  0.53750  1.63033  1.40821
C  0.26134  0.27834  1.53719
C  -0.97165  -0.25133  1.15279
C  -1.94541  0.59853  0.66641
C  -1.69810  1.96424  0.55382
C  -0.45805  2.46532  0.89278
H  1.88244  3.26734  1.74848
H  2.68801  1.69898  1.57174
H  1.83319  2.06804  3.04238
H  1.05667  -0.39362  1.83017
H  -1.12278  -1.32119  1.13346
H  -2.90436  0.22418  0.33646
H  -2.47922  2.60015  0.16968
H  -0.21228  3.51571  0.80102
C  -0.09344  -2.13557  -1.78488
C  0.51133  -2.97126  -2.89959
H  -1.15512  -1.96685  -1.95101
H  -0.05881  -2.65595  -0.82809
H  0.44369  -1.20091  -1.66587
H  1.57924  -2.78762  -3.03190
H  0.09939  -2.78316  -3.89320
H  0.39610  -4.05051  -2.75302

=====

Entry 4:
Formula: C34H35N4O2S2SiV
Source: the Open Molecules 2025 dataset
Level of theory: ωB97M-V/def2-TZVPD

Results
Gap between HOMO and LUMO (spin up / spin down)   6.2343 / 7.3484 eV
Multiplicity   4
Total charge   +1
Electronic energy   -101115.8030 eV
ΔE to the lowest compared entry with this formula, charge and spin   74.5 kJ/mol
LUMO energy (spin up / spin down)   -3.11 / -3.45 eV

Atoms and positions in Å:
V  -1.27534  0.84469  -0.70330
C  -3.41979  4.42688  0.51592
C  -2.48563  3.44529  -0.10296
N  -2.60672  2.14347  0.05444
N  -3.78292  1.61218  0.53649
C  -4.29290  0.58762  -0.19530
N  -5.45008  0.05504  0.20622
S  -3.47316  0.01932  -1.55857
C  -1.38520  3.77893  -0.97399
C  -0.98629  5.08734  -1.28446
C  0.02294  5.29032  -2.19686
C  0.62883  4.18544  -2.79462
C  0.19282  2.92739  -2.44030
N  -0.79116  2.71443  -1.56537
H  -3.32877  4.43184  1.60513
H  -4.45792  4.19409  0.26297
H  -3.23716  5.43843  0.16815
H  -4.34282  2.15013  1.18136
H  -5.88581  0.31881  1.07430
H  -5.77340  -0.78402  -0.24503
H  -1.46696  5.92671  -0.80436
H  0.33917  6.29375  -2.44620
H  1.42341  4.29479  -3.51776
H  0.64768  2.04029  -2.86677
C  6.07983  3.65723  -2.43413
C  4.99989  2.87377  -1.74709
C  4.93487  1.49095  -1.87664
C  3.95011  0.76026  -1.22781
C  3.03229  1.42285  -0.42780
C  3.07044  2.80552  -0.28838
C  4.05110  3.51886  -0.95115
S  1.76746  0.45904  0.35498
C  2.30853  0.50012  2.05644
O  0.53247  1.36482  0.31977
H  6.38135  3.18089  -3.36607
H  6.96522  3.72678  -1.79916
H  5.75462  4.67277  -2.65694
H  5.65672  0.97852  -2.49973
H  3.89244  -0.31534  -1.34630
H  2.32242  3.30687  0.31301
H  4.08595  4.59696  -0.85340
H  2.54960  1.51906  2.35475
H  3.18773  -0.14004  2.12478
H  1.50207  0.09109  2.66029
O  -0.73836  -0.93074  -0.47294
Si  -0.66534  -2.34587  0.33149
C  -0.36330  -1.92877  2.14115
C  0.48477  -2.65398  2.97787
C  0.67852  -2.29089  4.30413
C  0.01795  -1.18939  4.82893
C  -0.83754  -0.45488  4.01808
C  -1.01781  -0.82439  2.69310
C  -2.27063  -3.28959  0.17678
C  -2.84540  -3.49136  -1.08007
C  -4.02680  -4.19962  -1.22384
C  -4.65844  -4.72776  -0.10380
C  -4.10430  -4.54118  1.15261
C  -2.92108  -3.82522  1.28729
C  0.74217  -3.35245  -0.38091
C  1.00871  -4.64818  0.06631
C  2.04144  -5.39916  -0.47390
C  2.82221  -4.87269  -1.49320
C  2.55790  -3.59838  -1.97133
C  1.52823  -2.85052  -1.41655
H  1.02759  -3.50912  2.59234
H  1.34688  -2.86910  4.92912
H  0.16830  -0.90661  5.86268
H  -1.35783  0.40721  4.41700
H  -1.68725  -0.22607  2.07924
H  -2.36350  -3.09010  -1.96520
H  -4.45236  -4.34832  -2.20807
H  -5.57652  -5.29071  -0.21409
H  -4.58875  -4.95494  2.02768
H  -2.50605  -3.67946  2.27921
H  0.39225  -5.10162  0.83629
H  2.23092  -6.40032  -0.10884
H  3.62316  -5.46170  -1.92076
H  3.14742  -3.19055  -2.78332
H  1.32490  -1.85769  -1.80301